Here is C54H70GeN5P3Ti as an isolated structure in a non-equilibrium geometry from the Open Molecules 2025 dataset. Energies are from ωB97M-V/def2-TZVPD.

CARTESIAN COORDINATES (ANGSTROEM)
Ti  -1.314  0.854  0.226
C  -4.991  -0.175  -0.086
C  -4.374  -1.144  -1.096
C  -4.729  -0.697  -2.516
P  -2.543  -1.362  -0.962
C  -2.301  -2.160  0.684
N  -0.878  -2.225  1.057
Ge  0.621  -0.907  0.443
N  1.879  0.204  1.451
C  2.128  1.584  1.099
P  0.631  2.565  0.654
C  1.235  3.936  -0.444
C  1.025  3.752  -1.941
C  2.689  4.309  -0.152
C  0.365  3.592  2.187
C  0.507  2.837  3.508
C  -0.967  4.351  2.136
C  2.968  -0.452  2.015
C  4.191  0.138  2.357
C  5.218  -0.628  2.902
C  5.068  -1.991  3.105
C  3.864  -2.589  2.751
C  2.843  -1.825  2.230
N  1.568  -2.392  1.810
C  0.606  -2.685  2.851
C  0.911  -2.933  4.167
C  -0.112  -3.284  5.051
C  -1.404  -3.389  4.569
C  -1.712  -3.088  3.241
C  -0.706  -2.685  2.357
C  1.779  -3.543  0.924
C  1.834  -4.841  1.377
C  2.139  -5.863  0.483
C  2.381  -5.541  -0.842
C  2.284  -4.228  -1.299
C  1.959  -3.200  -0.413
N  1.755  -1.858  -0.739
C  1.946  -1.457  -2.128
P  2.387  0.316  -2.183
C  2.558  0.575  -4.007
C  3.424  -0.440  -4.755
C  1.153  0.643  -4.629
C  4.097  0.350  -1.458
C  4.895  1.513  -2.049
C  4.887  -0.958  -1.469
C  -2.265  -2.789  -2.132
C  -0.968  -3.528  -1.852
C  -3.419  -3.796  -2.137
H  -6.069  -0.345  -0.037
H  -4.846  0.860  -0.401
H  -4.601  -0.294  0.927
H  -4.796  -2.130  -0.900
H  -4.302  0.291  -2.720
H  -5.813  -0.614  -2.624
H  -4.372  -1.379  -3.288
H  -2.746  -3.163  0.642
H  -2.902  -1.602  1.413
H  2.829  1.685  0.266
H  2.569  2.125  1.939
H  0.595  4.765  -0.128
H  1.539  2.863  -2.300
H  1.425  4.618  -2.474
H  -0.030  3.666  -2.197
H  3.372  3.592  -0.611
H  2.927  4.370  0.911
H  2.896  5.287  -0.592
H  1.180  4.318  2.124
H  1.529  2.510  3.694
H  -0.139  1.961  3.556
H  0.222  3.501  4.328
H  -1.778  3.711  2.493
H  -1.230  4.709  1.137
H  -0.928  5.221  2.793
H  4.357  1.192  2.186
H  6.153  -0.146  3.159
H  5.874  -2.586  3.515
H  3.729  -3.659  2.862
H  1.937  -2.869  4.510
H  0.114  -3.495  6.087
H  -2.199  -3.697  5.236
H  -2.739  -3.146  2.909
H  1.644  -5.057  2.422
H  2.190  -6.889  0.824
H  2.631  -6.323  -1.548
H  2.433  -4.022  -2.349
H  1.062  -1.590  -2.765
H  2.742  -2.050  -2.578
H  3.017  1.562  -4.110
H  2.969  -1.434  -4.742
H  4.424  -0.523  -4.333
H  3.533  -0.151  -5.804
H  0.638  -0.319  -4.542
H  1.215  0.880  -5.694
H  0.531  1.403  -4.151
H  3.911  0.586  -0.407
H  5.176  1.324  -3.087
H  5.818  1.658  -1.482
H  4.341  2.457  -2.024
H  5.071  -1.327  -2.480
H  4.380  -1.741  -0.903
H  5.863  -0.797  -1.000
H  -2.197  -2.335  -3.125
H  -0.995  -4.040  -0.888
H  -0.118  -2.867  -1.832
H  -0.806  -4.275  -2.632
H  -3.596  -4.217  -1.145
H  -3.132  -4.625  -2.787
H  -4.359  -3.401  -2.516
C  -2.481  0.306  4.480
C  -3.611  1.106  4.519
C  -3.989  1.826  3.389
C  -3.235  1.707  2.232
C  -2.111  0.863  2.149
C  -1.733  0.194  3.309
C  -3.546  2.479  0.998
C  -4.568  3.452  0.891
C  -4.797  4.054  -0.304
C  -4.029  3.713  -1.443
C  -4.273  4.256  -2.729
C  -3.519  3.864  -3.793
C  -2.481  2.916  -3.612
C  -2.220  2.391  -2.383
C  -2.999  2.782  -1.267
N  -2.768  2.211  -0.036
H  -2.173  -0.243  5.362
H  -4.196  1.181  5.427
H  -4.857  2.471  3.436
H  -0.844  -0.423  3.327
H  -5.162  3.700  1.758
H  -5.583  4.796  -0.400
H  -5.071  4.979  -2.853
H  -3.711  4.270  -4.777
H  -1.881  2.607  -4.460
H  -1.411  1.668  -2.299

Output
**Multiplicity**: 2
**<S²>**: 0.761
**Charge**: +1
**Relative energy (zero: lowest compared OMol25 entry of this formula, charge and spin)**: 9.04 kcal per mole
**HOMO (alpha / beta)**: -9.047 / -9.006 eV


Here is a 12-piece molecular cluster, C54H80BN2O39 overall in a non-equilibrium geometry from the Open Molecules 2025 dataset. Energies are from ωB97M-V/def2-TZVPD.

CARTESIAN COORDINATES (ANGSTROEM)
C  1.301  1.512  2.032
C  0.280  0.932  1.905
C  -0.908  0.137  1.605
C  -0.710  -0.982  0.522
C  -0.118  -0.202  -0.674
C  -0.202  -0.784  -2.051
O  -0.715  -0.219  -2.983
C  0.123  -2.192  1.019
C  1.500  -1.978  1.677
O  2.479  -2.499  0.789
C  2.800  -3.863  0.987
C  4.037  -4.148  0.172
O  3.774  -3.945  -1.199
C  4.816  -3.271  -1.879
C  4.606  -1.751  -1.904
O  3.236  -1.459  -2.089
C  2.965  -0.407  -2.995
C  2.848  0.963  -2.298
C  -0.851  -2.772  2.013
N  -0.574  -3.573  3.098
N  -2.057  -2.437  1.700
C  -2.090  -1.696  0.384
C  -3.388  -0.889  0.336
C  -3.630  -0.361  -1.059
C  -4.691  -1.010  -1.853
O  -4.850  0.271  -1.246
B  -2.346  -2.976  -0.618
O  -3.462  -3.713  -0.256
C  -1.510  -3.484  -1.838
C  -1.778  -4.981  -2.146
H  2.213  2.038  2.203
H  -1.638  0.833  1.200
H  -1.312  -0.238  2.545
H  -0.558  0.790  -0.715
H  0.949  -0.080  -0.478
H  0.293  -1.749  -2.219
H  0.341  -2.919  0.240
H  1.587  -2.491  2.634
H  1.759  -0.940  1.833
H  1.992  -4.489  0.588
H  3.009  -4.090  2.034
H  4.314  -5.193  0.351
H  4.833  -3.505  0.552
H  4.840  -3.628  -2.906
H  5.777  -3.512  -1.422
H  5.218  -1.363  -2.721
H  4.942  -1.309  -0.961
H  2.009  -0.641  -3.464
H  3.701  -0.361  -3.799
H  3.051  0.822  -1.240
H  3.537  1.688  -2.719
H  1.848  1.373  -2.413
H  -0.449  -3.089  3.979
H  -1.311  -4.283  3.155
H  -2.883  -2.695  2.224
H  -4.249  -1.512  0.563
H  -3.436  -0.040  1.019
H  -2.763  0.008  -1.603
H  -4.665  -0.950  -2.929
H  -5.184  -1.804  -1.313
H  -3.264  -4.449  0.337
H  -0.432  -3.383  -1.732
H  -1.768  -2.925  -2.743
H  -2.765  -5.088  -2.583
H  -1.757  -5.554  -1.221
H  -1.029  -5.372  -2.819
C  -0.641  -8.415  3.406
C  -1.835  -8.462  4.332
O  -2.377  -7.129  4.189
C  -1.973  -6.654  3.011
O  -2.390  -5.632  2.517
O  -1.056  -7.426  2.440
H  -0.427  -9.363  2.923
H  0.261  -8.055  3.902
H  -2.592  -9.177  4.010
H  -1.575  -8.661  5.367
C  -0.405  5.315  -0.915
C  -0.760  3.847  -0.904
O  0.530  3.225  -1.013
C  1.461  4.095  -0.560
O  2.601  3.815  -0.370
O  0.920  5.314  -0.354
H  -1.075  5.915  -0.315
H  -0.354  5.729  -1.923
H  -1.225  3.539  0.034
H  -1.398  3.553  -1.733
C  -2.660  -8.004  -5.040
C  -2.419  -9.473  -4.765
O  -1.105  -9.460  -4.190
C  -0.881  -8.236  -3.669
O  0.048  -7.948  -2.984
O  -1.854  -7.370  -4.034
H  -3.701  -7.712  -4.937
H  -2.301  -7.694  -6.018
H  -3.118  -9.886  -4.036
H  -2.437  -10.086  -5.662
C  -4.333  7.766  -2.298
C  -4.765  8.522  -1.059
O  -4.661  7.513  -0.038
C  -3.781  6.584  -0.457
O  -3.342  5.709  0.225
O  -3.452  6.771  -1.748
H  -3.806  8.383  -3.019
H  -5.162  7.261  -2.794
H  -4.091  9.341  -0.808
H  -5.781  8.900  -1.117
C  8.195  -0.162  2.108
C  7.344  -0.627  0.943
O  7.642  -2.026  0.889
C  8.066  -2.419  2.118
O  8.216  -3.547  2.446
O  8.274  -1.344  2.913
H  7.747  0.651  2.672
H  9.201  0.126  1.802
H  6.274  -0.512  1.129
H  7.598  -0.149  0.001
C  5.972  6.441  -2.007
C  4.565  6.411  -1.455
O  3.924  7.461  -2.191
C  4.605  7.642  -3.349
O  4.233  8.315  -4.252
O  5.766  6.942  -3.334
H  6.444  5.463  -2.037
H  6.620  7.133  -1.466
H  4.053  5.472  -1.666
H  4.524  6.607  -0.388
C  -4.799  6.447  3.329
C  -6.015  5.653  2.908
O  -7.004  6.094  3.847
C  -6.638  7.313  4.303
O  -7.322  8.018  4.971
O  -5.385  7.621  3.901
H  -4.154  6.704  2.494
H  -4.211  5.941  4.096
H  -6.348  5.905  1.900
H  -5.874  4.578  2.978
C  2.017  8.218  2.960
C  2.329  7.318  1.782
O  3.739  7.501  1.627
C  4.249  7.908  2.820
O  5.405  7.980  3.064
O  3.251  8.210  3.684
H  1.208  7.846  3.584
H  1.793  9.242  2.658
H  2.130  6.266  1.990
H  1.808  7.604  0.872
C  0.752  -5.004  -6.620
C  0.972  -5.842  -7.863
O  -0.301  -6.479  -8.025
C  -1.236  -5.720  -7.414
O  -2.409  -5.895  -7.500
O  -0.657  -4.746  -6.675
H  1.309  -4.071  -6.625
H  0.973  -5.550  -5.701
H  1.177  -5.237  -8.747
H  1.757  -6.585  -7.748
C  -7.379  11.904  6.471
C  -7.148  10.481  6.932
O  -5.867  10.581  7.572
C  -5.676  11.865  7.953
O  -4.790  12.240  8.646
O  -6.636  12.666  7.428
H  -8.426  12.197  6.483
H  -6.966  12.093  5.478
H  -7.885  10.161  7.671
H  -7.115  9.757  6.120
C  3.423  -8.994  0.826
C  2.953  -9.215  -0.597
O  1.825  -10.079  -0.411
C  1.356  -9.902  0.836
O  0.330  -10.347  1.243
O  2.205  -9.146  1.572
H  3.851  -8.009  0.992
H  4.133  -9.753  1.157
H  2.613  -8.296  -1.077
H  3.697  -9.693  -1.228

Output
**Charge**: +1
**HOMO**: -11.460 eV


Look up the charge of the first one. +1